Formula: C14H23FN3O5
Source: the Open Molecules 2025 dataset
Level of theory: ωB97M-V/def2-TZVPD

Results
Kohn-Sham gap, eV: 6.696
E_LUMO, eV: -4.34
Net charge: +1

Element x y z (Å)
F (-5.00, -3.86, -0.23)
O (1.07, -3.31, -0.44)
O (1.58, 1.85, 2.48)
O (0.66, 1.05, -2.80)
O (0.00, 2.51, -1.34)
O (-4.71, -1.72, -0.42)
N (0.98, 2.04, -1.72)
N (-1.44, -0.42, -2.59)
N (3.00, 4.36, 2.89)
C (-4.08, -3.04, -2.27)
C (-2.73, -2.38, -2.33)
C (0.92, -3.25, -1.82)
C (-4.63, -2.79, -0.89)
C (1.60, 4.34, 2.47)
C (0.72, 4.71, 3.66)
C (-0.30, -1.07, -2.36)
C (0.97, -0.26, -2.35)
C (0.74, 1.49, 3.57)
C (2.36, -3.77, -0.05)
C (1.21, 3.02, 1.79)
C (-2.65, -1.02, -2.58)
C (-1.55, -3.09, -2.10)
C (-0.32, -2.44, -2.12)
H (-3.53, -0.43, -2.75)
H (-4.76, -2.64, -3.00)
H (3.13, -3.17, -0.53)
H (-0.33, 4.53, 3.45)
H (1.74, 2.97, 0.84)
H (1.47, 5.13, 1.72)
H (3.17, 3.53, 3.45)
H (-0.31, 1.72, 3.35)
H (-1.40, 0.58, -2.75)
H (1.34, -0.22, -1.32)
H (1.04, 1.98, 4.49)
H (0.85, 5.77, 3.90)
H (1.00, 4.15, 4.56)
H (0.77, -4.24, -2.25)
H (1.79, -2.78, -2.30)
H (2.50, -4.81, -0.32)
H (2.44, -3.67, 1.02)
H (-1.59, -4.15, -1.91)
H (1.70, -0.72, -3.01)
H (0.83, 0.41, 3.71)
H (0.13, 3.00, 1.56)
H (-3.98, -4.11, -2.44)
H (3.60, 4.24, 2.08)

Atomic partial charges in e from the Mulliken method, atoms 1 to 2: number 1, F, carries -0.216; number 2, O, carries -0.302

Formula: C6H10O2P
Source: the Open Molecules 2025 dataset
Level of theory: ωB97M-V/def2-TZVPD

Results
Kohn-Sham gap, eV: 8.120
E_LUMO, eV: 3.59
Net charge: -1

Element x y z (Å)
P (-2.78, 0.13, 0.14)
O (-3.17, 1.05, -0.97)
O (-3.42, -1.19, 0.32)
C (1.77, -0.01, -0.72)
C (1.19, -1.40, -0.19)
C (-0.27, -1.38, -0.08)
C (-0.88, -0.04, 0.19)
C (-0.09, 1.24, 0.35)
C (1.42, 1.05, 0.24)
H (-0.33, 1.84, -0.58)
H (1.08, 0.00, -1.48)
H (-2.97, 0.68, 1.38)
H (-0.47, 1.75, 1.25)
H (1.74, -1.72, 0.73)
H (-0.83, -2.24, -0.24)
H (1.50, -2.29, -0.73)
H (1.83, 0.71, 1.27)
H (1.87, 1.94, -0.06)
H (2.81, -0.14, -0.83)

Atomic partial charges in e from the Mulliken method, atoms 1 to 2: number 1, P, carries 0.602; number 2, O, carries -0.730

Formula: C3H7ClN2O
Source: the Open Molecules 2025 dataset
Level of theory: ωB97M-V/def2-TZVPD

Results
Kohn-Sham gap, eV: 9.403
E_LUMO, eV: 0.94
Net charge: 0

Element x y z (Å)
Cl (1.70, -0.03, 2.88)
O (-1.02, 1.42, -0.12)
N (-0.90, 1.72, -1.55)
N (0.25, 0.99, 0.26)
C (1.70, -0.69, 1.24)
C (-0.59, -1.32, 0.32)
C (0.32, -0.43, 0.68)
H (-1.01, 2.71, -1.80)
H (-0.31, -2.25, 0.63)
H (2.53, -0.21, 0.66)
H (0.92, 1.59, 0.68)
H (-1.64, 1.12, -1.84)
H (1.85, -1.71, 1.24)
H (-1.40, -0.92, -0.14)

Atomic partial charges in e from the Mulliken method, atoms 1 to 2: number 1, Cl, carries -0.175; number 2, O, carries -0.284

Formula: C34H24F4N7PPbS
Source: the Open Molecules 2025 dataset
Level of theory: ωB97M-V/def2-TZVPD

Results
Kohn-Sham gap (spin up / spin down), eV: 4.090 / 4.090
E_LUMO (spin up / spin down), eV: -13.03 / -13.03
Net charge: +4

Element x y z (Å)
Pb (-0.02, -2.40, -0.45)
S (1.13, -1.39, 1.64)
P (-4.18, 1.48, 2.13)
F (7.42, 0.12, -5.93)
F (3.32, -1.72, -7.50)
F (2.38, -1.68, -4.99)
F (6.43, 0.10, -3.50)
N (1.85, -1.69, -1.75)
N (-1.84, 0.27, 0.34)
N (5.05, -0.02, -0.56)
N (3.77, -1.94, 1.93)
N (2.29, -3.47, 2.84)
N (4.61, -1.28, -10.35)
N (8.16, 0.14, -8.93)
C (-7.65, 0.93, 4.80)
C (-3.27, 0.37, -1.56)
C (-6.89, 2.08, 4.88)
C (-1.84, 4.53, 1.41)
C (-2.55, 3.01, 3.65)
C (-4.31, 0.71, 0.60)
C (-1.59, 4.98, 2.72)
C (5.85, -0.75, -8.15)
C (4.74, -0.30, -1.63)
C (-1.87, 4.23, 3.85)
C (-2.93, 2.65, 2.33)
C (-2.54, 3.36, 1.20)
C (-7.30, -0.12, 3.91)
C (4.38, -0.81, -4.14)
C (3.64, -1.32, -5.22)
C (-6.19, 0.02, 3.12)
C (5.02, -1.04, -9.33)
C (-3.13, 0.42, -0.20)
C (4.46, -3.36, 3.79)
C (4.96, -2.57, 2.57)
C (4.00, -0.77, -2.83)
C (6.17, -0.31, -5.75)
C (7.16, -0.21, -8.50)
C (3.33, -4.26, 3.49)
C (5.42, -0.87, -6.85)
C (5.71, -0.35, -4.46)
C (2.77, -1.33, -2.34)
C (-5.73, 0.48, -1.37)
C (4.10, -1.31, -6.48)
C (-4.57, 0.32, -2.15)
C (-5.73, 2.24, 4.19)
C (-5.36, 1.20, 3.31)
C (2.56, -2.39, 2.14)
C (-5.57, 0.77, -0.01)
H (5.37, -3.29, 1.90)
H (-4.70, 0.19, -3.22)
H (3.94, -1.06, 1.43)
H (-1.21, 5.97, 2.88)
H (4.26, -2.63, 4.58)
H (-8.46, 0.74, 5.46)
H (-2.81, 2.99, 0.21)
H (-1.46, 5.16, 0.61)
H (-6.70, 0.52, -1.81)
H (-1.67, 4.57, 4.82)
H (-2.85, 2.34, 4.45)
H (-6.46, 1.00, 0.56)
H (5.63, -1.75, 2.86)
H (3.58, -5.06, 2.80)
H (1.30, -3.62, 3.06)
H (-5.14, 3.15, 4.14)
H (-5.96, -0.84, 2.43)
H (-2.41, 0.28, -2.18)
H (-7.98, -0.95, 3.83)
H (-1.79, 0.46, 1.34)
H (-1.10, 0.88, -0.09)
H (-7.26, 2.89, 5.49)
H (5.32, -3.96, 4.12)
H (2.96, -4.74, 4.39)

Atomic partial charges in e from the Mulliken method, atoms 1 to 2: number 1, Pb, carries 1.068; number 2, S, carries -0.382

Formula: C22H37ClIrP2
Source: the Open Molecules 2025 dataset
Level of theory: ωB97M-V/def2-TZVPD

Results
Kohn-Sham gap (spin up / spin down), eV: 5.749 / 5.401
⟨S²⟩: 8.8000
2S+1: 6
E_LUMO (spin up / spin down), eV: -6.52 / -9.28
Net charge: +2

Element x y z (Å)
Ir (1.03, 0.27, -3.59)
Cl (-1.17, 1.68, 0.34)
P (2.31, 0.68, -1.22)
P (-2.60, 0.39, -2.17)
C (-2.92, -0.79, -3.55)
C (-0.12, 1.10, -5.60)
C (-0.98, -1.08, 0.80)
C (-0.98, -1.45, -0.54)
C (2.14, 0.88, 0.60)
C (2.07, 2.38, -5.37)
C (0.11, -0.29, -5.23)
C (-1.33, 0.23, 1.28)
C (3.12, 2.33, -1.35)
C (2.45, -0.67, -5.95)
C (-0.09, 1.67, -2.77)
C (2.51, 1.34, -4.36)
C (0.83, 2.04, -6.25)
C (-1.69, 0.46, 2.60)
C (-1.56, 1.83, -2.65)
C (-1.57, -0.58, 3.52)
C (3.90, -0.27, -1.54)
C (-0.70, -2.06, 1.80)
C (1.02, -1.17, -6.10)
C (2.76, -0.06, -4.62)
C (-1.05, -1.83, 3.11)
C (-4.09, 1.41, -2.14)
H (3.08, 1.19, 1.08)
H (-0.80, -0.81, -4.96)
H (3.42, -0.60, -3.94)
H (4.41, 0.20, -2.40)
H (3.12, -1.53, -5.95)
H (-3.82, 2.44, -1.91)
H (-3.81, -1.38, -3.32)
H (2.35, 3.11, -1.36)
H (0.50, 2.52, -2.39)
H (-1.16, 1.48, -5.55)
H (3.78, 2.51, -0.49)
H (-2.05, 1.45, 2.90)
H (2.81, 0.06, -6.68)
H (1.83, 3.31, -4.82)
H (-1.92, -1.56, -1.07)
H (3.74, 2.44, -2.23)
H (-0.19, -2.11, -0.86)
H (0.96, -2.19, -5.70)
H (1.40, 1.66, 0.87)
H (-2.11, -1.52, -3.70)
H (0.73, -1.23, -7.16)
H (4.59, -0.29, -0.69)
H (-4.80, 1.06, -1.39)
H (-3.06, -0.17, -4.44)
H (3.69, -1.32, -1.81)
H (3.25, 1.80, -3.71)
H (-1.95, -0.45, 4.54)
H (-4.47, 1.31, -3.16)
H (-1.72, 2.47, -1.80)
H (0.33, 3.01, -6.41)
H (2.93, 2.64, -6.00)
H (-1.90, 2.31, -3.56)
H (-0.89, -2.63, 3.83)
H (0.14, 1.76, -3.97)
H (-0.26, -2.99, 1.46)
H (1.77, -0.03, 1.07)
H (1.15, 1.80, -7.28)

Atomic partial charges in e from the Mulliken method, atoms 1 to 2: number 1, Ir, carries 0.498; number 2, Cl, carries -0.241

Formula: C4H10O3
Source: the Open Molecules 2025 dataset
Level of theory: ωB97M-V/def2-TZVPD

Results
Kohn-Sham gap, eV: 7.698
E_LUMO, eV: 0.62
Net charge: 0

Element x y z (Å)
O (1.11, -0.44, 0.12)
O (-1.51, 1.26, -0.45)
O (-0.46, 0.06, 1.76)
C (-1.74, -0.09, -0.13)
C (0.54, -1.12, -1.11)
C (-0.53, -0.70, 0.57)
C (1.66, 0.86, -0.08)
H (-0.59, -1.76, 0.79)
H (-1.35, 1.71, 0.40)
H (0.25, -0.32, 2.31)
H (1.31, -1.85, -1.43)
H (0.92, 1.52, -0.54)
H (1.98, 1.26, 0.89)
H (2.53, 0.76, -0.75)
H (-2.59, -0.18, 0.57)
H (-1.96, -0.62, -1.05)
H (0.45, -0.33, -1.87)

Atomic partial charges in e from the Mulliken method, atoms 1 to 2: number 1, O, carries -0.197; number 2, O, carries -0.511

Formula: C39H29Cl3N8O3W
Source: the Open Molecules 2025 dataset
Level of theory: ωB97M-V/def2-TZVPD

Results
Kohn-Sham gap (spin up / spin down), eV: 5.888 / 5.888
E_LUMO (spin up / spin down), eV: -6.27 / -6.27
Net charge: +2

Element x y z (Å)
W (0.19, -0.61, -0.07)
Cl (-2.56, -3.66, -2.65)
Cl (-0.66, -5.70, -1.66)
Cl (-3.18, -5.21, -0.24)
O (-0.10, 1.33, 0.41)
O (-1.51, -0.08, -1.03)
O (-5.76, 1.33, -2.26)
N (2.09, 0.62, -0.44)
N (1.01, -0.70, 1.84)
N (2.02, -2.13, -0.45)
N (-1.74, -0.80, 1.37)
N (-0.50, -2.49, -0.26)
N (0.61, -0.54, -2.23)
N (-0.70, 0.58, 2.99)
N (3.27, -1.53, 1.49)
C (2.64, 1.10, 5.80)
C (2.33, -0.97, 2.19)
C (-6.83, 2.27, -2.32)
C (-0.24, -1.05, -3.14)
C (-1.82, -4.48, -1.11)
C (1.12, -0.38, -4.98)
C (-3.63, 0.67, -1.65)
C (3.79, -0.37, 4.25)
C (-0.04, -1.00, -4.49)
C (-4.64, 1.64, -1.63)
C (2.79, 1.29, 0.50)
C (4.46, -3.10, -1.50)
C (-0.56, 3.52, 1.11)
C (-2.42, 0.87, -1.00)
C (-1.10, -3.52, -0.36)
C (-4.15, -0.87, 1.43)
C (-2.93, -1.32, 0.98)
C (4.41, -2.49, -0.28)
C (-1.80, 0.17, 2.33)
C (4.75, 1.40, -0.88)
C (-2.19, 2.10, -0.29)
C (4.09, 1.70, 0.32)
C (-3.02, 0.73, 2.77)
C (-0.96, 2.28, 0.39)
C (1.49, 1.09, 5.03)
C (-3.22, 3.08, -0.32)
C (1.50, 0.34, 3.87)
C (2.67, 0.49, -1.68)
C (2.05, 0.09, -4.08)
C (3.24, -3.31, -2.16)
C (4.01, 0.84, -1.90)
C (-4.40, 2.86, -0.95)
C (0.49, 0.10, 2.86)
C (3.77, 0.37, 5.42)
C (1.79, -0.01, -2.70)
C (2.64, -0.38, 3.47)
C (-4.20, 0.22, 2.30)
C (2.08, -2.84, -1.61)
C (3.19, -2.05, 0.26)
H (2.68, 1.69, 6.70)
H (4.59, 2.22, 1.12)
H (2.28, 1.54, 1.42)
H (-7.18, 2.54, -1.32)
H (-0.76, -1.42, -5.17)
H (-7.63, 1.78, -2.86)
H (0.61, 1.64, 5.33)
H (-2.89, -2.14, 0.29)
H (-5.16, 3.63, -0.95)
H (1.14, -3.04, -2.11)
H (-3.07, 4.02, 0.18)
H (4.45, 0.64, -2.86)
H (-5.15, 0.63, 2.62)
H (-1.24, 4.35, 0.95)
H (4.64, 0.38, 6.05)
H (2.95, 0.56, -4.42)
H (-5.05, -1.35, 1.09)
H (5.79, 1.64, -1.01)
H (4.65, -0.93, 3.93)
H (1.28, -0.27, -6.04)
H (5.39, -3.43, -1.93)
H (-6.52, 3.18, -2.85)
H (5.29, -2.34, 0.32)
H (-3.81, -0.25, -2.18)
H (-2.96, 1.51, 3.50)
H (0.44, 3.80, 0.78)
H (3.21, -3.85, -3.10)
H (-1.13, -1.53, -2.74)
H (-0.50, 3.31, 2.18)

Atomic partial charges in e from the Mulliken method, atoms 1 to 2: number 1, W, carries 2.762; number 2, Cl, carries -0.110

Formula: C4H9N2OS3
Source: the Open Molecules 2025 dataset
Level of theory: ωB97M-V/def2-TZVPD

Results
Kohn-Sham gap, eV: 8.857
E_LUMO, eV: -3.50
Net charge: +1

Element x y z (Å)
S (2.90, -1.69, 0.32)
S (1.41, 1.09, 0.36)
S (-0.26, -1.62, 0.49)
O (-3.01, 2.23, -0.06)
N (-1.89, 1.50, -0.46)
N (-1.56, 0.78, 1.71)
C (-1.28, 0.78, 0.43)
C (-0.06, 0.06, -0.20)
C (2.57, -0.06, -0.39)
C (1.26, -2.44, -0.04)
H (3.59, 0.39, -0.57)
H (1.17, -2.61, -1.07)
H (-0.07, -0.16, -1.34)
H (1.45, -3.32, 0.51)
H (-0.94, 0.15, 2.19)
H (-2.43, 1.21, 2.01)
H (-3.29, 2.62, -0.89)
H (2.41, -0.21, -1.53)
H (-1.96, 1.31, -1.45)

Atomic partial charges in e from the Mulliken method, atoms 1 to 2: number 1, S, carries -0.008; number 2, S, carries 0.019